No. 1
A molecular structure, C26H29BrN6O4Pt, computed with the ωB97M-V functional and the def2-TZVPD basis.

## Properties
spin multiplicity = 1
Kohn-Sham gap = 7.8 eV
max |F| = 0.024 Eh/bohr

XYZ file:
```
67
C26H29BrN6O4Pt, DFT the ωB97M-V functional and the def2-TZVPD basis
Pt -3.24219 -0.06542 -0.03386
C -1.07815 -3.00406 3.22784
N -1.68462 -1.83655 3.86470
C -0.69341 -1.01365 4.53369
C -2.60183 -1.11530 3.09597
N -2.60367 0.09391 2.76494
N -3.71295 -1.94400 2.75344
C -4.65725 -1.85645 1.78136
N -5.66147 -2.79407 1.93186
N -4.72433 -1.00135 0.80485
H -0.60387 -3.61851 3.99227
H -0.32391 -2.71373 2.48862
H -1.82903 -3.60387 2.71903
H -0.14643 -1.63483 5.24116
H -1.18336 -0.21238 5.08398
H 0.03172 -0.57693 3.83401
H -1.75512 0.59297 3.00504
H -3.89924 -2.64085 3.45707
H -5.37862 -3.70089 2.26763
H -6.32109 -2.84955 1.17343
H -5.48418 -1.21555 0.17135
Br -3.59063 0.73129 -3.12699
C -2.41247 2.03592 -2.41696
C -1.19531 2.20305 -3.06063
C -0.27582 3.11346 -2.56727
C -0.58536 3.87201 -1.44699
C -1.81729 3.71659 -0.83438
C -2.74465 2.78320 -1.29409
C -4.06437 2.71283 -0.54005
O -4.69567 3.73574 -0.38170
O -4.41676 1.56398 -0.04867
H -0.96666 1.61147 -3.93720
H 0.68034 3.23378 -3.06172
H 0.12584 4.59110 -1.06245
H -2.09190 4.32426 0.01803
C 5.78654 2.29017 -0.49928
C 4.67698 1.90954 -1.44206
C 4.74432 2.28742 -2.77825
C 3.73353 1.95742 -3.66636
C 2.64919 1.22209 -3.22231
C 2.56725 0.83746 -1.88967
N 1.42553 0.10827 -1.46737
C 1.44086 -1.19547 -1.07484
C 2.62001 -1.95488 -1.16605
C 2.64025 -3.27914 -0.78390
C 1.49810 -3.91432 -0.30278
C 0.32917 -3.18682 -0.21243
C 0.27910 -1.84240 -0.57785
C -0.99961 -1.12443 -0.43483
O -2.03932 -1.72401 0.01425
O -1.13221 0.09511 -0.73244
C 3.56857 1.18826 -0.97967
C 3.45979 0.80765 0.47012
H 6.61101 2.75359 -1.03872
H 6.17624 1.42081 0.03337
H 5.44236 2.99933 0.25714
H 5.60328 2.84984 -3.12391
H 3.79863 2.26000 -4.70333
H 1.85617 0.92718 -3.89773
H 0.53891 0.59306 -1.41695
H 3.51622 -1.49085 -1.55729
H 3.56697 -3.83271 -0.87347
H 1.52439 -4.95682 -0.01804
H -0.58426 -3.64530 0.14095
H 2.43263 0.56227 0.73302
H 3.79336 1.62305 1.11157
H 4.07981 -0.06294 0.70182
```


No. 2
2 unconnected molecules or ions with the total composition C26H29F3NO8S, computed with the ωB97M-V functional and the def2-TZVPD basis.

## Properties
spin multiplicity = 1
Kohn-Sham gap = 5.3 eV
max |F| = 0.065 Eh/bohr
total charge = -1

XYZ file:
```
68
C26H29F3NO8S, DFT the ωB97M-V functional and the def2-TZVPD basis
C 5.53878 0.47748 0.49579
C 4.61218 0.42621 -0.72695
C 5.01416 1.17594 -1.83656
C 4.20724 1.19008 -2.95354
C 3.03630 0.44657 -2.94544
C 2.61801 -0.29885 -1.86302
C 1.31799 -1.10219 -1.92014
C 0.01986 -0.25592 -1.97657
S -0.33460 0.69824 -3.51671
C 0.05165 -0.29364 -4.97635
O -1.75972 0.93477 -3.57168
O 0.32902 1.98233 -3.51866
O -0.97406 -1.30937 -2.14872
C -2.00674 -1.29173 -1.24057
O -2.89087 -2.07447 -1.43522
C -1.76757 -0.27612 -0.09598
C -2.86426 0.72760 0.29666
C -3.77076 1.18130 -0.84048
C -4.69022 0.31931 -1.41814
C -5.51459 0.65669 -2.47231
C -5.43837 1.93283 -2.99943
C -4.55604 2.81949 -2.40949
C -3.72491 2.48728 -1.35418
C -2.81254 3.58196 -0.81483
N -1.27212 -1.11646 1.01432
C -2.12355 -1.87642 1.48060
O -2.99837 -2.52153 1.94920
C -0.42417 0.42790 -0.65916
O 0.57000 0.20317 0.32610
C 3.45307 -0.30927 -0.74160
H 5.25363 -0.28482 1.22825
H 6.58679 0.36192 0.18732
H 5.42601 1.49154 0.91138
H 5.94541 1.74212 -1.79554
H 4.47917 1.78593 -3.82415
H 2.43295 0.47529 -3.85168
H 1.27810 -1.75686 -1.03879
H 1.36515 -1.77137 -2.79232
H 0.92394 -0.93575 -4.79302
H -0.81608 -0.90203 -5.25099
H 0.31855 0.38278 -5.79881
H -2.33589 1.62555 0.65026
H -3.45878 0.39640 1.16213
H -4.77498 -0.69312 -1.02109
H -6.18791 -0.10259 -2.86746
H -6.04550 2.24254 -3.84912
H -4.52385 3.83553 -2.81021
H -1.93296 3.21591 -0.27725
H -2.54218 4.27462 -1.62255
H -3.38418 4.18904 -0.08842
H -0.47925 1.50090 -0.90851
H 0.56992 0.99130 0.88188
H 3.17810 -0.90872 0.12787
C 0.59578 -1.95246 3.69181
C 1.20367 -3.14910 4.41324
O 2.20148 -2.82035 5.34642
C 1.78890 -2.35614 6.68376
O 0.92556 -3.14389 7.24430
C 1.32548 -0.86055 6.67722
F 2.06935 -0.09620 5.82024
F 1.49898 -0.29720 7.89417
F 0.03836 -0.65113 6.34063
H 1.35872 -1.21263 3.44418
H 0.10347 -2.27479 2.77119
H -0.16096 -1.46405 4.30278
H 1.71523 -3.75863 3.65841
H 0.42920 -3.79008 4.84707
H 2.78583 -2.27207 7.17843
```


No. 3
A molecular structure, C26H29N2OS2Ta, computed with the ωB97M-V functional and the def2-TZVPD basis.

## Properties
spin multiplicity = 1
Kohn-Sham gap = 5.7 eV
max |F| = 0.016 Eh/bohr
total charge = +2

XYZ file:
```
61
C26H29N2OS2Ta, DFT the ωB97M-V functional and the def2-TZVPD basis
Ta -1.45699 -0.52127 -0.28615
C 1.26786 -0.18229 -2.71032
C 0.91896 0.42912 -1.40879
N 0.67573 -0.31120 -0.32069
N 0.85573 0.41380 0.84926
C 0.17430 0.10100 1.91501
S -1.11912 -1.13277 1.91095
S 0.39983 0.85873 3.43148
C 1.68022 2.13647 3.09911
C 3.07639 1.60732 3.25024
C 3.74275 1.76128 4.46144
C 5.02717 1.26352 4.62160
C 5.65389 0.60964 3.57138
C 4.99516 0.45472 2.35912
C 3.71165 0.95113 2.19789
C 0.75388 1.87343 -1.30645
C 1.67139 2.82071 -1.75342
C 1.37571 4.16852 -1.62999
C 0.16006 4.57773 -1.10321
C -0.79602 3.65625 -0.68059
C -0.48056 2.32294 -0.78208
O -1.40841 1.34438 -0.42654
H 1.58714 -1.21404 -2.61285
H 0.44668 -0.08552 -3.42495
H 2.07994 0.41578 -3.13381
H 1.47705 2.54805 2.11279
H 1.45865 2.89998 3.84396
H 3.26023 2.27745 5.28374
H 5.53976 1.39151 5.56572
H 6.65853 0.22753 3.69378
H 5.48858 -0.04659 1.53639
H 3.20422 0.83869 1.24840
H 2.62662 2.51125 -2.15962
H 2.09538 4.90721 -1.95527
H -0.06064 5.63506 -1.03617
H -1.75882 3.96989 -0.30148
C -1.56552 -2.41150 -1.75308
C -2.59210 -1.45598 -2.08076
C -3.50034 -1.40471 -0.98502
C -3.05939 -2.33981 0.01079
C -1.86549 -2.96345 -0.46993
C -1.11762 -4.08192 0.17592
C -3.79848 -2.68462 1.26488
C -4.76619 -0.60328 -0.93672
C -2.76446 -0.74050 -3.38789
C -0.52726 -2.95564 -2.68313
H -1.44415 -5.02410 -0.27133
H -1.30470 -4.13857 1.24567
H -0.04313 -3.99657 0.01967
H -4.58307 -3.40555 1.02468
H -4.27708 -1.81519 1.71288
H -3.15189 -3.14333 2.01081
H -5.55801 -1.18395 -1.41582
H -4.68312 0.34095 -1.47350
H -5.08514 -0.39383 0.08304
H -3.47764 -1.29751 -3.99920
H -1.83567 -0.68128 -3.95201
H -3.15856 0.26756 -3.26360
H -0.90954 -3.88568 -3.11081
H 0.40446 -3.19313 -2.17160
H -0.31879 -2.28781 -3.51384
```


No. 4
A single C26H29N3O5S molecule, computed with the ωB97M-V functional and the def2-TZVPD basis.

## Properties
spin multiplicity = 1
Kohn-Sham gap = 8.8 eV
SMILES = CCOc1ccc(N(CC(=O)N2CC=C(c3ccccc3)CC2)S(=O)(=O)c2c(C)noc2C)cc1
max |F| = 0.027 Eh/bohr

XYZ file:
```
64
C26H29N3O5S, DFT the ωB97M-V functional and the def2-TZVPD basis
C -5.72902 -3.16801 0.13633
C -4.37196 -2.65508 -0.31883
O -3.67194 -2.21926 0.83093
C -2.39143 -1.78916 0.69537
C -1.71864 -1.48287 1.87926
C -0.41057 -1.04637 1.86168
C 0.25017 -0.87998 0.64864
N 1.57829 -0.39377 0.55016
C 2.09950 0.45590 1.60443
C 1.09391 1.47454 2.14998
O 0.91943 1.56294 3.35110
N 0.47551 2.29007 1.27619
C 0.54337 2.24669 -0.16396
C -0.79644 1.91043 -0.75400
C -1.93794 1.94772 -0.06647
C -3.22616 1.57261 -0.66547
C -3.47206 1.75484 -2.02643
C -4.68374 1.39481 -2.58495
C -5.68203 0.85017 -1.79456
C -5.45580 0.67319 -0.44001
C -4.24337 1.03037 0.11992
C -1.93924 2.35273 1.38505
C -0.64571 3.08290 1.74135
S 2.74104 -1.50912 0.04916
O 2.15366 -2.41308 -0.88821
O 3.44152 -2.04576 1.18058
C 3.84797 -0.43707 -0.82010
C 3.66334 0.11126 -2.12310
C 2.50619 -0.09391 -3.02180
N 4.69473 0.84303 -2.44219
O 5.56979 0.80293 -1.40355
C 5.07532 0.03408 -0.42659
C 5.85682 -0.17113 0.81100
C -0.41630 -1.18204 -0.53039
C -1.72084 -1.63962 -0.51382
H -5.60076 -3.99586 0.82812
H -6.27279 -2.37602 0.64301
H -6.30390 -3.50424 -0.72164
H -3.81103 -3.45738 -0.81724
H -4.49776 -1.82020 -1.02203
H -2.24146 -1.61011 2.81433
H 0.08717 -0.83359 2.79401
H 2.44991 -0.13685 2.45854
H 2.96293 0.98873 1.19001
H 0.86418 3.23682 -0.52628
H 1.28271 1.51661 -0.48915
H -0.77926 1.61384 -1.79122
H -2.71459 2.20416 -2.65074
H -4.85346 1.54656 -3.64107
H -6.62992 0.57063 -2.23007
H -6.22961 0.25444 0.18641
H -4.08258 0.86409 1.17319
H -2.01559 1.45628 2.00688
H -2.79962 2.99044 1.59628
H -0.60727 4.05988 1.25184
H -0.55251 3.21008 2.82027
H 2.78680 0.15110 -4.04210
H 2.18169 -1.12977 -2.95059
H 1.67981 0.54934 -2.72097
H 5.90075 0.75167 1.38882
H 5.38204 -0.95074 1.40050
H 6.87647 -0.45673 0.56060
H 0.09923 -1.07725 -1.46977
H -2.20528 -1.86500 -1.45001
```


No. 5
2 unconnected molecules or ions with the total composition C26H29N4O2, computed with the ωB97M-V functional and the def2-TZVPD basis.

## Properties
spin multiplicity = 1
Kohn-Sham gap = 5.7 eV
max |F| = 0.040 Eh/bohr
total charge = +1

XYZ file:
```
61
C26H29N4O2, DFT the ωB97M-V functional and the def2-TZVPD basis
C -0.16298 -5.52091 0.97040
C -1.50369 -4.91703 0.98808
N -1.86330 -3.64147 1.00973
C -3.24951 -3.61803 0.97846
C -3.73993 -4.91067 0.96115
C -5.10458 -5.46076 0.95442
N -2.62343 -5.71233 0.96394
H 0.59195 -4.73016 0.96058
H -0.02049 -6.15235 1.85662
H -0.05263 -6.14180 0.07255
H -3.83665 -2.71170 0.97652
H -5.83816 -4.64783 0.95170
H -5.29107 -6.07922 0.06712
H -5.29625 -6.07877 1.84117
H -2.62251 -6.72942 0.94041
C 3.04393 -1.64227 -5.92030
O 2.91080 -1.27967 -4.52448
C 2.31016 -0.09342 -4.23123
C 2.19419 0.22498 -2.84965
C 1.60713 1.41360 -2.48634
C 1.14111 2.30444 -3.48934
C 1.22463 2.00947 -4.84412
C 1.81390 0.80253 -5.22329
N 0.60203 3.42428 -2.85435
C -0.03669 4.54254 -3.52571
C 0.71599 3.28542 -1.49772
C 1.29108 2.02797 -1.19975
C 1.45588 1.47021 0.07144
C 1.31633 2.24743 1.23960
C 1.56428 3.62188 1.44926
N 1.12402 3.98148 2.69680
C 1.21382 5.31764 3.26250
C 0.58575 2.86649 3.34163
C 0.70858 1.75805 2.46602
C 0.12723 0.54443 2.77543
C -0.57498 0.42580 4.00486
O -1.19925 -0.72152 4.38817
C -1.08470 -1.86882 3.50960
C -0.66680 1.54451 4.88343
C -0.10167 2.77079 4.54878
H 3.54202 -2.61211 -5.91747
H 2.05668 -1.72713 -6.39629
H 3.65801 -0.90466 -6.45617
H 2.57851 -0.46321 -2.10238
H 0.83733 2.70025 -5.58830
H 1.89025 0.54219 -6.27956
H -0.00608 4.38468 -4.60712
H -1.08531 4.63403 -3.20997
H 0.47556 5.48386 -3.28726
H 0.34584 4.02874 -0.80148
H 1.70004 0.41426 0.15597
H 2.01495 4.32931 0.76360
H 0.73710 5.33422 4.24562
H 2.26197 5.62370 3.37751
H 0.71544 6.04839 2.61296
H 0.20133 -0.28276 2.06717
H -1.58890 -2.68631 4.02815
H -1.56904 -1.69227 2.54115
H -0.02585 -2.11859 3.35052
H -1.20942 1.40795 5.81300
H -0.20401 3.62965 5.20627
```


No. 6
2 unconnected molecules or ions with the total composition C26H29N5O, computed with the ωB97M-V functional and the def2-TZVPD basis.

## Properties
spin multiplicity = 1
Kohn-Sham gap = 6.7 eV
max |F| = 0.054 Eh/bohr

XYZ file:
```
61
C26H29N5O, DFT the ωB97M-V functional and the def2-TZVPD basis
C -4.37511 3.03623 2.99121
O -3.67796 1.83516 3.40999
C -2.34763 1.73455 3.14924
C -1.71331 0.53414 3.54082
C -0.39626 0.31573 3.20153
C 0.35019 1.29571 2.51193
C 1.74136 1.02501 2.08025
C 2.77040 1.85918 2.53309
C 4.14078 1.48517 2.44430
N 5.28087 1.22523 2.39314
C 2.52157 3.09842 3.16452
N 2.32791 4.13862 3.67167
C -0.26093 2.52290 2.21640
C -1.59356 2.75123 2.51965
H -5.40061 2.86803 3.32742
H -3.96035 3.93631 3.47436
H -4.34139 3.14547 1.89503
H -2.31484 -0.21834 4.04896
H 0.09456 -0.61092 3.51306
H 1.96430 -0.03195 1.87207
H 0.33200 3.30549 1.73946
H -2.04999 3.69451 2.22607
C -0.61774 2.73327 -2.35432
C 0.39621 1.83164 -3.02151
C 0.11566 1.56629 -4.48460
N 0.42974 0.50544 -2.38461
N -0.12976 -0.52451 -3.00873
N 0.06799 -1.58117 -2.20477
C -0.67874 -2.82094 -2.51757
C -0.28272 -3.21967 -3.92162
C -2.15801 -2.52204 -2.39488
C 0.72918 -1.22739 -1.07964
C 1.05172 -2.19215 -0.03188
C 0.29408 -2.26795 1.15619
C 0.63061 -3.17956 2.15842
C 1.73826 -4.02681 1.99470
C 2.48445 -3.97784 0.80664
C 2.15576 -3.06227 -0.18844
C 0.94495 0.13779 -1.14365
C 1.62347 0.87714 -0.13620
H -0.69329 3.68563 -2.89423
H -1.60724 2.25578 -2.35990
H -0.31753 2.94218 -1.32209
H 1.41010 2.21890 -2.86752
H 0.06415 2.51006 -5.03458
H 0.91526 0.96929 -4.92985
H -0.82632 1.02397 -4.61928
H -0.34596 -3.54724 -1.77599
H -0.92949 -4.02623 -4.28276
H -0.38532 -2.34820 -4.57520
H 0.75332 -3.57152 -3.93717
H -2.74369 -3.37952 -2.73563
H -2.41780 -2.30512 -1.35505
H -2.39613 -1.65424 -3.01599
H -0.58222 -1.62187 1.25798
H 0.04745 -3.21583 3.08253
H 2.01645 -4.72969 2.78479
H 3.34302 -4.63989 0.66657
H 2.72614 -3.00287 -1.11901
H 2.69096 0.48586 -0.00194
H 1.39107 1.95541 -0.13335
```


No. 7
A single C26H29N5O2S molecule, computed with the ωB97M-V functional and the def2-TZVPD basis.

## Properties
spin multiplicity = 1
Kohn-Sham gap = 9.0 eV
SMILES = CC(C)c1nnc(NC(=O)CCC(=O)N2CCN(C3c4ccccc4-c4ccccc43)CC2)s1
max |F| = 0.035 Eh/bohr

XYZ file:
```
63
C26H29N5O2S, DFT the ωB97M-V functional and the def2-TZVPD basis
C -1.37571 -4.63507 -0.27185
C -1.43930 -3.45559 0.70288
C -2.07062 -3.86689 2.02975
C -0.07162 -2.91413 0.92025
N 0.54714 -2.90998 2.04243
N 1.76637 -2.38703 2.00221
C 2.10025 -1.97701 0.82520
N 3.30927 -1.40000 0.55329
C 3.61760 -0.85157 -0.65898
O 2.86228 -0.91144 -1.60592
C 4.95186 -0.13344 -0.68293
C 4.67987 1.37624 -0.54554
C 3.78717 1.56982 0.67678
O 4.03829 0.97028 1.71234
N 2.70058 2.35890 0.56756
C 2.30803 3.16996 -0.56069
C 1.15624 2.48170 -1.29896
N 0.05381 2.36567 -0.36675
C -1.23554 2.06035 -0.96086
C -1.48833 0.66987 -1.52117
C -0.81117 -0.02438 -2.50149
C -1.28718 -1.26980 -2.89365
C -2.43737 -1.80055 -2.33459
C -3.12957 -1.10708 -1.35319
C -2.64606 0.12397 -0.94335
C -3.16932 1.06160 0.03824
C -4.26185 0.97672 0.88552
C -4.52256 2.03728 1.73842
C -3.70985 3.16081 1.74618
C -2.61560 3.25204 0.89599
C -2.35332 2.20038 0.04509
C 0.43034 1.52450 0.75269
C 1.59911 2.18105 1.49589
S 0.87085 -2.21060 -0.39751
H -0.93981 -4.32346 -1.21855
H -2.37593 -5.01866 -0.45741
H -0.76893 -5.43518 0.14655
H -2.04007 -2.66112 0.24431
H -3.07739 -4.24188 1.86209
H -1.47572 -4.64317 2.50208
H -2.11563 -3.01770 2.70534
H 3.87334 -1.16796 1.36510
H 5.58025 -0.47518 0.13815
H 5.44690 -0.32906 -1.63428
H 5.62210 1.90706 -0.40063
H 4.20579 1.72500 -1.45898
H 3.14772 3.36840 -1.22354
H 1.94868 4.12686 -0.16661
H 0.84367 3.08809 -2.15177
H 1.50609 1.50111 -1.66220
H -1.38071 2.79373 -1.76790
H 0.07329 0.37689 -2.97094
H -0.75508 -1.82317 -3.65274
H -2.80075 -2.76184 -2.66774
H -4.03579 -1.51280 -0.92688
H -4.89618 0.10288 0.88525
H -5.36897 1.98806 2.40786
H -3.93135 3.97419 2.42142
H -1.97893 4.12383 0.90176
H -0.42160 1.42443 1.42690
H 0.73327 0.51646 0.42037
H 1.93807 1.55131 2.31881
H 1.28960 3.15628 1.88094
```